{"formula": "C65H46BrF3N2O8P", "method": "wB97M-V/def2-TZVPD", "elements": ["C", "C", "Br", "C", "C", "N", "C", "C", "F", "F", "F", "N", "C", "P", "C", "C", "H", "H", "H", "H", "H", "H", "H", "H", "H", "H", "H", "H", "H", "H", "C", "C", "C", "C", "C", "C", "C", "O", "C", "C", "C", "C", "C", "C", "C", "O", "H", "H", "H", "H", "H", "H", "H", "H", "C", "C", "C", "C", "C", "C", "C", "O", "C", "C", "C", "C", "C", "C", "C", "O", "H", "H", "H", "H", "H", "H", "H", "H", "C", "C", "C", "C", "C", "C", "C", "O", "C", "C", "C", "C", "C", "C", "C", "O", "H", "H", "H", "H", "H", "H", "H", "H", "C", "C", "C", "C", "C", "C", "C", "O", "C", "C", "C", "C", "C", "C", "C", "O", "H", "H", "H", "H", "H", "H", "H", "H"], "positions_angstrom": [[-4.6840, -5.6517, -0.0351], [-4.2747, -5.3560, -1.4691], [-4.3959, -7.0263, -2.4664], [-2.8306, -4.7982, -1.6514], [-2.1928, -4.3382, -0.3915], [-2.5271, -3.1483, 0.2146], [-1.8285, -2.9950, 1.3255], [-1.8984, -1.8516, 2.3046], [-2.4629, -0.7903, 1.7139], [-2.6305, -2.1917, 3.3738], [-0.6615, -1.5350, 2.7101], [-1.0359, -4.0421, 1.4481], [-1.2368, -4.9246, 0.3863], [-0.4210, -6.5280, 0.1319], [1.2571, -6.1163, -0.4461], [-0.2061, -7.1426, 1.8570], [-3.9867, -6.3408, 0.4434], [-5.6567, -6.1417, -0.0400], [-4.7906, -4.7377, 0.5551], [-4.9874, -4.6661, -1.9138], [-2.8843, -3.9656, -2.3569], [-2.2079, -5.5679, -2.0976], [-3.1925, -2.4702, -0.1436], [-0.3763, -4.1913, 2.1988], [1.7455, -5.2729, 0.0438], [1.8619, -7.0067, -0.2612], [1.2484, -5.9492, -1.5217], [-0.6212, -6.4464, 2.5884], [-0.7693, -8.0676, 1.9408], [0.8430, -7.2936, 2.1025], [-4.8143, 0.6068, -7.1438], [-5.2204, -0.5041, -6.4130], [-4.6281, -0.7890, -5.1950], [-3.6180, 0.0308, -4.7046], [-3.1974, 1.1369, -5.4493], [-3.8044, 1.4252, -6.6642], [-2.0921, 2.0129, -4.9684], [-1.7275, 2.9761, -5.6019], [-1.4407, 1.6588, -3.6706], [-0.3771, 2.4310, -3.2217], [0.2345, 2.1343, -2.0159], [-0.2193, 1.0667, -1.2492], [-1.2753, 0.2925, -1.6962], [-1.8887, 0.5774, -2.9108], [-3.0087, -0.2822, -3.3883], [-3.4132, -1.2178, -2.7176], [-5.2879, 0.8336, -8.0895], [-6.0051, -1.1441, -6.7932], [-4.9436, -1.6460, -4.6168], [-3.4785, 2.2902, -7.2250], [-0.0377, 3.2609, -3.8257], [1.0642, 2.7356, -1.6696], [0.2565, 0.8427, -0.3031], [-1.6340, -0.5413, -1.1082], [6.8457, 2.9651, 7.0489], [5.9895, 3.3308, 8.0818], [4.6253, 3.1238, 7.9637], [4.1090, 2.5572, 6.8054], [4.9674, 2.2076, 5.7588], [6.3367, 2.4059, 5.8895], [4.4408, 1.6334, 4.4919], [5.1822, 1.3218, 3.5843], [2.9630, 1.4540, 4.3681], [2.4399, 0.9646, 3.1773], [1.0757, 0.7748, 3.0474], [0.2257, 1.0749, 4.1086], [0.7409, 1.5703, 5.2928], [2.1107, 1.7659, 5.4250], [2.6423, 2.3248, 6.7070], [1.8939, 2.5755, 7.6254], [7.9120, 3.1185, 7.1467], [6.3894, 3.7764, 8.9827], [3.9515, 3.3985, 8.7632], [6.9955, 2.1219, 5.0810], [3.1138, 0.7387, 2.3620], [0.6788, 0.4042, 2.1127], [-0.8426, 0.9280, 4.0121], [0.0924, 1.8120, 6.1235], [15.2905, 0.9297, 4.6317], [14.4588, 1.1064, 5.7320], [13.0838, 1.1083, 5.5710], [12.5337, 0.9424, 4.3061], [13.3699, 0.7831, 3.1985], [14.7484, 0.7690, 3.3681], [12.8109, 0.6432, 1.8228], [13.5345, 0.4983, 0.8619], [11.3279, 0.6941, 1.6682], [10.7780, 0.6189, 0.3943], [9.4031, 0.6545, 0.2317], [8.5711, 0.7556, 1.3419], [9.1152, 0.8311, 2.6112], [10.4927, 0.8113, 2.7800], [11.0512, 0.9313, 4.1578], [10.3203, 1.0226, 5.1226], [16.3645, 0.9214, 4.7615], [14.8859, 1.2414, 6.7168], [12.4266, 1.2393, 6.4192], [15.3845, 0.6355, 2.5042], [11.4363, 0.5371, -0.4595], [8.9775, 0.6030, -0.7619], [7.4959, 0.7783, 1.2204], [8.4752, 0.9114, 3.4787], [-7.1009, 2.3626, -3.5418], [-7.8048, 2.4833, -2.3480], [-9.1889, 2.5156, -2.3576], [-9.8758, 2.4370, -3.5628], [-9.1692, 2.3358, -4.7612], [-7.7818, 2.2911, -4.7448], [-9.8766, 2.2894, -6.0747], [-9.2556, 2.1888, -7.1116], [-11.3634, 2.3731, -6.0641], [-12.0462, 2.3840, -7.2739], [-13.4290, 2.4492, -7.2857], [-14.1366, 2.4963, -6.0897], [-13.4618, 2.4893, -4.8808], [-12.0740, 2.4352, -4.8624], [-11.3687, 2.4571, -3.5495], [-11.9805, 2.4926, -2.5044], [-6.0184, 2.3301, -3.5340], [-7.2716, 2.5524, -1.4087], [-9.7494, 2.6048, -1.4373], [-7.2394, 2.2045, -5.6764], [-11.4854, 2.3439, -8.1972], [-13.9591, 2.4626, -8.2286], [-15.2174, 2.5417, -6.1023], [-14.0007, 2.5294, -3.9445]], "homo_lumo_gap_ev": 7.5, "lumo_energy_ev": -3.37, "multiplicity": 1, "charge": 1, "e_homo_ha": -0.3982}